--- a ---
ORCA calculation (the ωB97M-V functional and the def2-TZVPD basis) on one molecule with the formula C4H4O.

Structure (XYZ):
```
9
C4H4O (the ωB97M-V functional and the def2-TZVPD basis)
C -1.691 -0.004 -0.166
C -0.709 0.666 -0.388
C 0.751 0.697 -0.313
C 0.663 -0.682 0.423
O 0.656 -0.809 1.619
H -2.579 -0.533 0.079
H 1.232 0.716 -1.302
H 1.181 1.463 0.337
H 0.497 -1.514 -0.289
```

Frontier orbital gap = 10.60 eV
HOMO level = -0.3558 Ha


--- b ---
ORCA calculation (the ωB97M-V functional and the def2-TZVPD basis) on one molecule with the formula C4H4O.

Structure (XYZ):
```
9
C4H4O (the ωB97M-V functional and the def2-TZVPD basis)
C 1.391 1.372 -0.965
C 0.501 0.856 -0.353
C -0.586 0.191 0.319
C -0.415 -1.285 0.498
O 0.492 -1.944 0.047
H 2.152 1.865 -1.496
H -1.475 0.051 -0.388
H -0.808 0.650 1.286
H -1.252 -1.754 1.054
```

Frontier orbital gap = 10.79 eV
HOMO level = -0.3656 Ha


--- c ---
ORCA calculation (the ωB97M-V functional and the def2-TZVPD basis) on one molecule with the formula C4H4O.

Structure (XYZ):
```
9
C4H4O (the ωB97M-V functional and the def2-TZVPD basis)
C -2.312 0.153 -0.060
C 0.045 -0.371 0.598
C 0.214 1.052 0.440
C -1.011 0.372 -0.276
O -3.398 -0.146 0.173
H 0.596 -1.094 0.041
H -0.583 -0.860 1.509
H 1.044 1.465 -0.104
H -1.011 0.546 -1.419
```

Frontier orbital gap (alpha / beta) = 7.28 / 7.28 eV
HOMO level (alpha / beta) = -0.2525 / -0.2525 Ha


Energy comparison, zero being the most stable, in eV: a 0.563; b 0.000; c 2.951.


--- a ---
ORCA calculation (the ωB97M-V functional and the def2-TZVPD basis) on an isolated ion of composition C4H3N2 and charge +1.

Structure (XYZ):
```
9
C4H3N2 (the ωB97M-V functional and the def2-TZVPD basis)
C -0.405 1.584 -1.784
C 0.242 -0.722 -1.068
C 0.694 -0.359 0.170
C -0.209 0.107 1.510
N -0.259 0.444 -1.611
N 1.112 0.352 1.122
H 0.362 -1.652 -1.708
H -0.673 -0.693 2.015
H -0.864 0.939 1.354
```

Frontier orbital gap (alpha / beta) = 8.23 / 8.23 eV
Total charge = +1
HOMO level (alpha / beta) = -0.5986 / -0.5986 Ha


--- b ---
ORCA calculation (the ωB97M-V functional and the def2-TZVPD basis) on a 2-piece molecular cluster, C4H3N2 overall.

Structure (XYZ):
```
9
C4H3N2 (the ωB97M-V functional and the def2-TZVPD basis)
C 3.357 -0.113 -0.038
C 1.468 1.939 -0.011
C 0.974 0.809 -0.042
C -0.329 -1.241 -0.035
N 4.073 -0.999 0.042
N 0.110 -0.090 0.051
H 1.704 2.934 0.217
H -1.403 -1.181 0.182
H 0.069 -2.310 0.199
```

Frontier orbital gap (alpha / beta) = 8.36 / 7.97 eV
Total charge = +1
HOMO level (alpha / beta) = -0.6174 / -0.5959 Ha


Energy comparison, zero being the most stable, in eV: a 0.000; b 2.308.


--- a ---
ORCA calculation (the ωB97M-V functional and the def2-TZVPD basis) on H11O5 as an isolated structure.

Structure (XYZ):
```
16
H11O5 (the ωB97M-V functional and the def2-TZVPD basis)
O 3.728 0.410 -0.150
H 4.284 1.097 -0.535
H 4.181 -0.407 -0.394
O -0.638 0.501 0.023
H -1.487 0.457 -0.456
H -0.856 0.429 0.972
O -1.776 -0.137 2.600
H -2.108 -1.021 2.420
H -2.246 0.147 3.392
O -2.775 -0.177 -2.029
H -3.402 0.429 -1.618
H -2.380 0.383 -2.710
O 1.350 -0.701 -0.606
H 2.174 -0.147 -0.757
H 0.353 -0.045 -0.325
H 1.598 -1.220 0.173
```

Frontier orbital gap = 12.56 eV
Total charge = +1
HOMO level = -0.5769 Ha


--- b ---
ORCA calculation (the ωB97M-V functional and the def2-TZVPD basis) on a 5-piece molecular cluster, H11O5 overall.

Structure (XYZ):
```
16
H11O5 (the ωB97M-V functional and the def2-TZVPD basis)
O 0.153 1.149 -0.157
H 0.930 0.620 -0.330
H -0.387 0.677 0.537
H -0.281 1.033 -1.042
O -1.796 0.353 1.327
H -1.489 -0.217 2.024
H -2.731 0.525 1.484
O 2.263 -0.401 -0.578
H 2.861 -0.401 -1.335
H 2.936 -0.396 0.124
O 0.838 -1.032 1.718
H 0.433 -1.933 1.586
H 0.488 -0.696 2.555
O -1.142 0.350 -2.354
H -1.110 0.520 -3.288
H -1.968 -0.151 -2.266
```

Frontier orbital gap = 12.79 eV
Total charge = +1
HOMO level = -0.5874 Ha


Energy comparison, zero being the most stable, in eV: a 0.000; b 0.058.


--- a ---
ORCA calculation (the ωB97M-V functional and the def2-TZVPD basis) on one molecule with the formula C21H27ClN2O5.

Structure (XYZ):
```
56
C21H27ClN2O5 (the ωB97M-V functional and the def2-TZVPD basis)
C 0.850 0.314 6.999
O 1.185 1.293 6.017
C 0.573 1.094 4.812
C 1.258 0.420 3.798
C 2.650 -0.093 4.037
C 0.635 0.255 2.571
C -0.634 0.767 2.331
C -1.217 0.571 0.966
O -0.977 -0.426 0.303
N -2.005 1.576 0.503
C -2.456 1.577 -0.881
C -1.336 1.961 -1.842
C -1.771 1.978 -3.291
O -2.246 0.693 -3.644
C -2.236 0.464 -5.036
C -2.691 -0.959 -5.289
N -1.926 -1.951 -4.528
C -0.545 -1.967 -4.706
O -0.013 -2.165 -5.774
C 0.203 -1.914 -3.453
C 0.777 -1.847 -2.400
C 1.463 -1.762 -1.120
C 2.649 -2.721 -0.952
C 3.435 -2.059 0.181
O 3.039 -0.680 0.213
C 2.153 -0.422 -0.867
C -1.308 1.447 3.336
C -0.700 1.601 4.571
Cl -1.536 2.451 5.830
H 1.405 0.572 7.897
H -0.220 0.328 7.214
H 1.140 -0.685 6.664
H 3.100 -0.403 3.095
H 3.274 0.676 4.492
H 2.647 -0.948 4.716
H 1.156 -0.265 1.776
H -1.986 2.450 1.001
H -2.818 0.579 -1.118
H -3.295 2.270 -0.964
H -0.950 2.951 -1.582
H -0.521 1.242 -1.729
H -2.559 2.725 -3.461
H -0.918 2.247 -3.926
H -2.904 1.162 -5.556
H -1.221 0.611 -5.429
H -3.738 -1.075 -5.010
H -2.603 -1.178 -6.354
H -2.131 -1.835 -3.543
H 0.731 -1.914 -0.324
H 2.340 -3.736 -0.714
H 3.231 -2.746 -1.874
H 3.196 -2.498 1.153
H 4.514 -2.122 0.029
H 2.703 -0.097 -1.758
H 1.458 0.360 -0.565
H -2.307 1.835 3.187
```

Frontier orbital gap = 9.80 eV
HOMO level = -0.3393 Ha


--- b ---
ORCA calculation (the ωB97M-V functional and the def2-TZVPD basis) on one molecule with the formula C21H27ClN2O5.

Structure (XYZ):
```
56
C21H27ClN2O5 (the ωB97M-V functional and the def2-TZVPD basis)
C -7.706 1.327 3.279
O -7.200 0.083 2.813
C -5.841 0.072 2.603
C -5.334 0.307 1.317
C -6.271 0.560 0.146
C -3.953 0.283 1.100
C -3.057 0.028 2.148
C -1.569 0.009 1.874
O -1.134 -0.090 0.728
N -0.760 0.130 2.937
C 0.700 0.098 2.882
C 1.253 -1.335 2.799
C 2.781 -1.410 2.898
O 3.334 -0.629 1.851
C 4.756 -0.658 1.795
C 5.218 0.133 0.561
N 4.727 -0.461 -0.683
C 5.350 -0.265 -1.842
O 6.511 -0.591 -2.056
C 4.409 0.070 -2.893
C 3.692 0.338 -3.845
C 2.852 0.654 -5.016
C 3.521 0.376 -6.349
C 2.344 0.247 -7.320
O 1.205 0.002 -6.488
C 1.596 -0.202 -5.131
C -3.582 -0.228 3.426
C -4.958 -0.208 3.654
Cl -5.539 -0.542 5.248
H -8.784 1.250 3.418
H -7.269 1.611 4.238
H -7.520 2.129 2.563
H -5.787 0.367 -0.812
H -7.132 -0.107 0.203
H -6.639 1.586 0.164
H -3.570 0.461 0.103
H -1.192 0.337 3.820
H 1.083 0.698 2.051
H 1.098 0.590 3.771
H 0.815 -1.950 3.585
H 0.942 -1.783 1.853
H 3.117 -1.043 3.870
H 3.102 -2.450 2.809
H 5.180 -0.221 2.700
H 5.115 -1.688 1.724
H 4.840 1.155 0.633
H 6.309 0.202 0.572
H 3.723 -0.515 -0.756
H 2.564 1.704 -4.951
H 4.221 1.161 -6.640
H 4.077 -0.564 -6.329
H 2.206 1.184 -7.862
H 2.515 -0.578 -8.014
H 1.780 -1.267 -4.967
H 0.805 0.099 -4.442
H -2.941 -0.467 4.261
```

Frontier orbital gap = 9.79 eV
HOMO level = -0.3398 Ha


Energy comparison, zero being the most stable, in eV: a 0.000; b 0.700.


--- a ---
ORCA calculation (the ωB97M-V functional and the def2-TZVPD basis) on a 2-piece molecular cluster, C2H5ClOS overall.

Structure (XYZ):
```
10
C2H5ClOS (the ωB97M-V functional and the def2-TZVPD basis)
C -1.172 0.544 -0.186
C -0.358 -0.758 0.274
O 0.871 -0.945 -0.209
S 2.565 1.025 0.486
Cl 3.816 -0.274 -0.170
H -0.804 1.515 0.266
H -1.095 0.686 -1.328
H -2.205 0.487 -0.128
H -1.080 -1.403 -0.276
H -0.537 -0.877 1.270
```

Frontier orbital gap (alpha / beta) = 6.06 / 6.03 eV
HOMO level (alpha / beta) = -0.3377 / -0.3371 Ha


--- b ---
ORCA calculation (the ωB97M-V functional and the def2-TZVPD basis) on a 2-piece molecular cluster, C2H5ClOS overall.

Structure (XYZ):
```
10
C2H5ClOS (the ωB97M-V functional and the def2-TZVPD basis)
C -0.180 -0.788 1.420
C -0.131 0.868 -0.743
O 0.004 1.881 -1.525
S 0.281 0.846 0.908
Cl 0.337 -1.951 -1.794
H -1.207 -1.013 1.059
H 0.010 -1.005 2.509
H 0.538 -1.408 0.769
H -0.057 -0.136 -1.392
H 0.406 2.707 -1.211
```

Frontier orbital gap = 7.27 eV
HOMO level = -0.3146 Ha


Energy comparison, zero being the most stable, in eV: a 2.757; b 0.000.


--- a ---
ORCA calculation (the ωB97M-V functional and the def2-TZVPD basis) on a 2-piece molecular cluster, C2H4Si overall.

Structure (XYZ):
```
7
C2H4Si (the ωB97M-V functional and the def2-TZVPD basis)
C 0.680 -0.796 0.066
C 0.653 0.489 0.015
Si -1.121 -0.154 0.029
H 1.236 -1.656 -0.205
H 1.659 1.622 0.034
H -1.551 0.284 -1.325
H -1.556 0.211 1.386
```

Frontier orbital gap = 8.98 eV
HOMO level = -0.3202 Ha


--- b ---
ORCA calculation (the ωB97M-V functional and the def2-TZVPD basis) on one molecule with the formula C2H4Si.

Structure (XYZ):
```
7
C2H4Si (the ωB97M-V functional and the def2-TZVPD basis)
C -1.506 -0.468 0.308
C 1.276 -0.440 -0.164
Si -0.151 0.639 -0.038
H -2.147 -0.736 -0.523
H 1.234 -1.520 0.405
H 0.170 1.604 -1.094
H 1.124 0.920 1.106
```

Frontier orbital gap (alpha / beta) = 7.33 / 7.22 eV
HOMO level (alpha / beta) = -0.3298 / -0.3256 Ha


Energy comparison, zero being the most stable, in eV: a 0.000; b 4.690.